# 1
# C37H43NO2PRu

C37H43NO2PRu as an isolated structure at a distorted geometry (the ωB97M-V functional and the def2-TZVPD basis, the Open Molecules 2025 dataset).

Summary:
* HOMO (alpha / beta): -5.152 / -6.291 eV
* gap between HOMO and LUMO (alpha / beta): 5.83 / 6.26 eV
* molecular weight: 665.80 g/mol
* spin multiplicity: 6
* E: -2076.84337 Ha

Cartesian coordinates (Å):
O1 -1.103 1.119 -4.464
C1 0.269 1.648 -4.640
C2 -0.225 3.094 -4.802
H1 0.702 1.191 -5.543
H2 0.872 1.464 -3.754
C3 -1.634 2.447 -4.720
H3 0.107 3.614 -5.712
H4 -0.045 3.716 -3.907
C4 -2.522 2.351 -5.939
H5 -1.982 1.952 -6.813
H6 -2.939 3.333 -6.170
H7 -3.334 1.682 -5.623
C5 -2.464 2.991 -3.582
H8 -1.979 2.860 -2.608
H9 -3.421 2.455 -3.612
H10 -2.630 4.060 -3.787
Ru1 0.876 -1.156 -0.446
C6 1.600 1.139 0.999
C7 2.399 0.211 0.232
C8 2.078 0.416 -1.182
H11 3.245 -0.349 0.598
C9 1.125 1.514 -1.208
C10 0.840 1.911 0.108
H12 0.222 2.755 0.368
H13 1.668 1.312 2.068
H14 2.704 0.078 -1.998
H15 0.817 2.041 -2.086
C11 -1.986 -1.072 1.077
C12 -1.654 -0.065 0.158
C13 -1.041 -0.666 -1.029
H16 -1.967 0.955 0.174
C14 -1.063 -2.138 -0.764
C15 -1.570 -2.325 0.563
H17 -1.776 -3.297 1.008
H18 -2.576 -0.886 1.972
H19 -1.062 -0.239 -2.017
H20 -1.143 -2.895 -1.532
O2 1.156 -1.716 -2.766
C16 0.087 -1.733 -3.780
C17 0.608 -2.374 -5.052
H21 -0.309 -0.733 -4.001
H22 -0.708 -2.350 -3.345
C18 1.901 -3.096 -4.661
H23 0.749 -1.663 -5.868
H24 -0.107 -3.102 -5.437
C19 2.127 -2.741 -3.187
H25 2.780 -2.818 -5.267
H26 1.761 -4.180 -4.776
H27 3.167 -2.374 -3.034
H28 1.885 -3.592 -2.539
N1 1.106 -1.738 1.277
P1 1.334 -1.715 2.919
C20 2.985 -1.347 3.643
C21 3.768 -2.381 4.190
C22 4.961 -2.100 4.841
C23 5.415 -0.790 4.981
C24 4.641 0.248 4.459
C25 3.475 -0.030 3.758
C26 0.090 -0.810 3.921
C27 -1.202 -1.358 4.014
C28 -2.155 -0.807 4.858
C29 -1.856 0.333 5.604
C30 -0.587 0.900 5.503
C31 0.381 0.338 4.671
C32 0.996 -3.380 3.555
C33 0.763 -4.458 2.700
C34 0.500 -5.707 3.262
C35 0.464 -5.890 4.648
C36 0.695 -4.798 5.486
C37 0.954 -3.544 4.948
H29 3.416 -3.411 4.141
H30 5.521 -2.921 5.283
H31 6.344 -0.568 5.513
H32 4.941 1.287 4.610
H33 2.930 0.802 3.317
H34 -1.435 -2.256 3.440
H35 -3.127 -1.298 4.952
H36 -2.616 0.766 6.263
H37 -0.325 1.778 6.096
H38 1.387 0.761 4.654
H39 0.794 -4.294 1.621
H40 0.325 -6.558 2.609
H41 0.261 -6.880 5.081
H42 0.685 -4.917 6.565
H43 1.131 -2.694 5.604

***

# 2
# C37H43NO2PSm

C37H43NO2PSm as an isolated structure at a distorted geometry (the ωB97M-V functional and the def2-TZVPD basis, the Open Molecules 2025 dataset).

Summary:
* HOMO (alpha / beta): -7.088 / -7.099 eV
* gap between HOMO and LUMO (alpha / beta): 7.13 / 7.18 eV
* molecular weight: 715.09 g/mol
* spin multiplicity: 6
* E: -2640.13668 Ha

Cartesian coordinates (Å):
O1 -2.301 1.028 -4.197
C1 -0.867 1.352 -4.246
C2 -0.966 2.502 -5.234
H1 -0.247 0.510 -4.500
H2 -0.608 1.701 -3.234
C3 -2.470 2.381 -4.797
H3 -0.741 2.349 -6.307
H4 -0.490 3.422 -4.889
C4 -3.489 2.368 -5.908
H5 -3.268 1.478 -6.501
H6 -3.368 3.278 -6.511
H7 -4.498 2.293 -5.483
C5 -2.692 3.381 -3.650
H8 -1.766 3.966 -3.503
H9 -2.855 2.827 -2.705
H10 -3.527 4.067 -3.827
Sm1 0.558 -0.003 -0.200
C6 1.220 2.391 0.850
C7 2.511 1.922 0.457
C8 2.495 1.776 -0.971
H11 3.386 1.797 1.110
C9 1.244 2.255 -1.462
C10 0.445 2.636 -0.322
H12 -0.549 3.105 -0.340
H13 0.904 2.614 1.865
H14 3.328 1.460 -1.596
H15 0.998 2.411 -2.519
C11 -1.883 -0.564 1.178
C12 -1.848 0.808 0.821
C13 -1.899 0.886 -0.599
H16 -1.845 1.645 1.519
C14 -1.852 -0.441 -1.123
C15 -1.850 -1.347 -0.012
H17 -1.927 -2.436 -0.056
H18 -2.006 -0.947 2.188
H19 -2.095 1.781 -1.183
H20 -1.902 -0.677 -2.187
O2 0.866 -1.543 -5.004
C16 0.245 -0.752 -6.086
C17 0.538 -1.279 -7.494
H21 0.709 0.255 -6.083
H22 -0.847 -0.686 -5.931
C18 1.525 -2.430 -7.269
H23 1.019 -0.519 -8.117
H24 -0.345 -1.637 -8.025
C19 1.563 -2.625 -5.734
H25 2.540 -2.151 -7.594
H26 1.259 -3.361 -7.790
H27 2.577 -2.662 -5.324
H28 1.089 -3.580 -5.477
N1 0.984 -0.293 1.888
P1 0.861 -0.707 3.424
C20 2.195 -0.300 4.621
C21 2.328 -0.900 5.889
C22 3.307 -0.442 6.786
C23 4.158 0.611 6.427
C24 4.024 1.212 5.165
C25 3.050 0.762 4.268
C26 -0.579 -0.039 4.374
C27 -1.155 -0.711 5.471
C28 -2.212 -0.129 6.184
C29 -2.701 1.132 5.815
C30 -2.121 1.811 4.734
C31 -1.057 1.234 4.029
C32 0.638 -2.509 3.638
C33 -0.620 -3.102 3.398
C34 -0.748 -4.493 3.325
C35 0.379 -5.317 3.478
C36 1.631 -4.734 3.714
C37 1.769 -3.341 3.782
H29 1.671 -1.724 6.184
H30 3.398 -0.916 7.770
H31 4.922 0.962 7.129
H32 4.685 2.037 4.890
H33 2.940 1.224 3.281
H34 -0.786 -1.699 5.765
H35 -2.654 -0.667 7.026
H36 -3.527 1.581 6.373
H37 -2.503 2.793 4.442
H38 -0.610 1.763 3.183
H39 -1.514 -2.488 3.247
H40 -1.727 -4.939 3.128
H41 0.276 -6.402 3.406
H42 2.513 -5.367 3.824
H43 2.764 -2.906 3.944

***

Copy entry 1 word for word.
# C37H43NO2PRu

C37H43NO2PRu as an isolated structure at a distorted geometry (the ωB97M-V functional and the def2-TZVPD basis, the Open Molecules 2025 dataset).

Summary:
* HOMO (alpha / beta): -5.152 / -6.291 eV
* gap between HOMO and LUMO (alpha / beta): 5.83 / 6.26 eV
* molecular weight: 665.80 g/mol
* spin multiplicity: 6
* E: -2076.84337 Ha

Cartesian coordinates (Å):
O1 -1.103 1.119 -4.464
C1 0.269 1.648 -4.640
C2 -0.225 3.094 -4.802
H1 0.702 1.191 -5.543
H2 0.872 1.464 -3.754
C3 -1.634 2.447 -4.720
H3 0.107 3.614 -5.712
H4 -0.045 3.716 -3.907
C4 -2.522 2.351 -5.939
H5 -1.982 1.952 -6.813
H6 -2.939 3.333 -6.170
H7 -3.334 1.682 -5.623
C5 -2.464 2.991 -3.582
H8 -1.979 2.860 -2.608
H9 -3.421 2.455 -3.612
H10 -2.630 4.060 -3.787
Ru1 0.876 -1.156 -0.446
C6 1.600 1.139 0.999
C7 2.399 0.211 0.232
C8 2.078 0.416 -1.182
H11 3.245 -0.349 0.598
C9 1.125 1.514 -1.208
C10 0.840 1.911 0.108
H12 0.222 2.755 0.368
H13 1.668 1.312 2.068
H14 2.704 0.078 -1.998
H15 0.817 2.041 -2.086
C11 -1.986 -1.072 1.077
C12 -1.654 -0.065 0.158
C13 -1.041 -0.666 -1.029
H16 -1.967 0.955 0.174
C14 -1.063 -2.138 -0.764
C15 -1.570 -2.325 0.563
H17 -1.776 -3.297 1.008
H18 -2.576 -0.886 1.972
H19 -1.062 -0.239 -2.017
H20 -1.143 -2.895 -1.532
O2 1.156 -1.716 -2.766
C16 0.087 -1.733 -3.780
C17 0.608 -2.374 -5.052
H21 -0.309 -0.733 -4.001
H22 -0.708 -2.350 -3.345
C18 1.901 -3.096 -4.661
H23 0.749 -1.663 -5.868
H24 -0.107 -3.102 -5.437
C19 2.127 -2.741 -3.187
H25 2.780 -2.818 -5.267
H26 1.761 -4.180 -4.776
H27 3.167 -2.374 -3.034
H28 1.885 -3.592 -2.539
N1 1.106 -1.738 1.277
P1 1.334 -1.715 2.919
C20 2.985 -1.347 3.643
C21 3.768 -2.381 4.190
C22 4.961 -2.100 4.841
C23 5.415 -0.790 4.981
C24 4.641 0.248 4.459
C25 3.475 -0.030 3.758
C26 0.090 -0.810 3.921
C27 -1.202 -1.358 4.014
C28 -2.155 -0.807 4.858
C29 -1.856 0.333 5.604
C30 -0.587 0.900 5.503
C31 0.381 0.338 4.671
C32 0.996 -3.380 3.555
C33 0.763 -4.458 2.700
C34 0.500 -5.707 3.262
C35 0.464 -5.890 4.648
C36 0.695 -4.798 5.486
C37 0.954 -3.544 4.948
H29 3.416 -3.411 4.141
H30 5.521 -2.921 5.283
H31 6.344 -0.568 5.513
H32 4.941 1.287 4.610
H33 2.930 0.802 3.317
H34 -1.435 -2.256 3.440
H35 -3.127 -1.298 4.952
H36 -2.616 0.766 6.263
H37 -0.325 1.778 6.096
H38 1.387 0.761 4.654
H39 0.794 -4.294 1.621
H40 0.325 -6.558 2.609
H41 0.261 -6.880 5.081
H42 0.685 -4.917 6.565
H43 1.131 -2.694 5.604

***

- Which value of E does entry 2 give?
  -2640.13668 Ha